65
Properties=species:S:1:pos:R:3 method="wB97M-V/def2-TZVPD" lumo_energy_ev=-0.125 smiles="CCOc1ccccc1NC(=O)CSC1=C(C#N)[C@@H](c2ccco2)C(C(=O)Nc2nc3ccccc3s2)=C(C)N1" e_homo_ev=-8.2
C 4.336 -1.997 -3.010
C 3.930 -2.499 -1.634
H 4.650 -3.246 -1.272
H 2.932 -2.954 -1.671
O 3.911 -1.388 -0.753
C 3.631 -1.595 0.565
C 3.376 -2.824 1.152
C 3.110 -2.904 2.511
C 3.083 -1.764 3.290
C 3.334 -0.527 2.719
C 3.615 -0.436 1.367
N 3.920 0.767 0.715
C 3.799 2.027 1.169
O 3.384 2.369 2.257
C 4.231 3.075 0.143
H 4.034 4.077 0.527
H 5.298 2.986 -0.067
S 3.418 2.840 -1.481
C 1.800 2.336 -0.972
C 1.105 1.438 -1.705
C 1.649 0.822 -2.835
N 2.068 0.283 -3.760
C -0.269 0.965 -1.264
C -0.114 -0.408 -0.664
C -0.180 -1.654 -1.219
C 0.073 -2.565 -0.164
C 0.274 -1.807 0.946
O 0.172 -0.501 0.653
H 0.493 -2.063 1.962
H 0.093 -3.633 -0.228
H -0.379 -1.888 -2.245
C -0.874 1.917 -0.247
C -0.096 2.796 0.429
N 1.238 2.938 0.114
H 1.784 3.564 0.686
C -0.527 3.690 1.540
H -0.562 4.722 1.192
H 0.191 3.623 2.357
H -1.516 3.425 1.895
C -2.311 1.802 0.019
O -2.990 2.650 0.574
N -2.903 0.642 -0.427
C -4.237 0.394 -0.266
N -4.783 -0.701 -0.657
C -6.125 -0.698 -0.394
C -7.012 -1.728 -0.692
C -8.343 -1.572 -0.366
C -8.802 -0.410 0.251
C -7.936 0.622 0.554
C -6.598 0.476 0.231
S -5.278 1.591 0.487
H -8.286 1.524 1.031
H -9.849 -0.315 0.495
H -9.043 -2.363 -0.591
H -6.645 -2.622 -1.169
H -2.362 -0.122 -0.812
H -0.909 0.885 -2.153
H 4.208 0.626 -0.248
H 3.315 0.370 3.315
H 2.869 -1.830 4.346
H 2.919 -3.870 2.953
H 3.379 -3.725 0.560
H 4.357 -2.829 -3.708
H 5.324 -1.546 -2.966
H 3.626 -1.254 -3.364


10
Properties=species:S:1:pos:R:3 method="wB97M-V/def2-TZVPD" lumo_energy_ev="0.071 / -0.086" e_homo_ev="-8.4 / -8.0" de_lowest_kcal_mol=98.8
C -0.617 -0.950 -0.095
C 0.562 -1.458 0.065
C 2.289 0.601 -0.163
O 1.380 1.587 -0.457
Cl 1.481 -2.755 0.743
Cl 3.044 0.734 1.423
Cl 3.290 0.006 -1.340
H -1.566 -1.371 0.139
H -0.823 0.047 -0.508
H 1.332 2.130 0.281


214
Properties=species:S:1:pos:R:3 method="wB97M-V/def2-TZVPD" lumo_energy_ev=-5.682 charge=+2 e_homo_ev=-13.6
C 21.906 21.730 7.972
C 21.826 21.074 9.300
C 21.990 19.503 9.208
C 22.521 18.856 10.431
C 23.729 19.536 11.016
C 23.357 20.933 11.591
N 22.775 21.667 10.317
O 23.094 22.814 9.999
C 24.516 21.741 12.088
C 22.350 20.955 12.708
C 20.432 21.360 9.825
H 22.983 21.885 7.616
H 21.330 22.654 7.970
H 21.514 21.063 7.213
H 22.793 19.371 8.441
H 21.063 19.228 8.683
H 22.798 17.792 10.183
H 21.788 18.675 11.247
H 24.485 19.704 10.222
H 24.105 18.913 11.800
H 25.253 21.785 11.285
H 24.999 21.197 12.956
H 24.281 22.711 12.480
H 21.311 20.543 12.511
H 22.141 21.988 13.028
H 22.825 20.403 13.548
H 20.221 20.802 10.720
H 19.661 21.085 9.018
H 20.232 22.390 10.056
C 14.707 25.512 11.700
C 15.164 26.998 11.367
C 15.111 27.893 12.606
C 16.077 27.474 13.693
C 17.507 27.506 13.116
C 17.767 26.616 11.920
N 16.643 26.834 10.904
O 16.858 26.824 9.757
C 17.717 25.138 12.275
C 19.112 26.959 11.264
C 14.347 27.526 10.204
H 15.154 25.120 12.609
H 14.907 24.739 10.965
H 13.625 25.548 11.955
H 14.076 27.878 12.963
H 15.283 28.932 12.268
H 15.777 26.524 14.145
H 16.030 28.211 14.518
H 18.269 27.150 13.808
H 17.814 28.567 12.996
H 17.655 24.526 11.358
H 16.956 24.842 12.971
H 18.688 24.821 12.657
H 19.215 28.010 11.057
H 19.066 26.464 10.341
H 19.977 26.520 11.815
H 13.315 27.208 10.248
H 14.588 26.939 9.313
H 14.571 28.569 9.936
C 17.627 17.369 16.014
C 17.997 18.874 15.882
C 19.218 19.109 14.920
C 19.418 20.615 14.810
C 18.300 21.135 13.937
C 16.923 20.886 14.549
N 16.811 19.521 15.227
O 15.789 19.079 15.309
C 15.881 20.833 13.386
C 16.560 21.854 15.649
C 18.137 19.340 17.327
H 17.555 16.959 14.997
H 16.646 17.179 16.474
H 18.375 16.864 16.631
H 18.928 18.636 13.911
H 20.089 18.592 15.292
H 20.376 20.824 14.365
H 19.429 21.103 15.771
H 18.326 20.723 12.960
H 18.418 22.206 13.813
H 16.082 20.052 12.689
H 16.071 21.780 12.921
H 14.814 20.723 13.714
H 16.624 22.875 15.235
H 17.301 21.876 16.424
H 15.601 21.680 16.102
H 17.209 19.224 17.853
H 18.299 20.441 17.423
H 18.914 18.752 17.927
C 14.918 25.471 16.756
C 15.975 24.959 17.737
C 17.344 25.565 17.500
N 18.469 25.177 18.401
C 19.753 25.967 17.904
C 21.207 25.474 18.417
C 21.443 23.981 18.256
C 20.222 23.240 18.815
C 18.865 23.691 18.217
C 18.207 25.506 19.837
H 13.873 25.527 17.223
H 14.923 24.893 15.829
H 15.187 26.530 16.514
H 16.132 23.891 17.707
H 15.528 25.164 18.788
H 17.214 26.679 17.647
H 17.718 25.311 16.517
H 19.784 25.773 16.862
H 19.579 27.006 18.113
H 21.851 26.077 17.764
H 21.368 25.899 19.419
H 21.661 23.833 17.179
H 22.407 23.762 18.764
H 20.148 22.175 18.478
H 20.268 23.152 19.896
H 18.828 23.576 17.112
H 18.015 23.120 18.677
H 18.011 26.641 19.843
H 19.043 25.410 20.514
H 17.400 24.883 20.295
C 15.656 11.856 15.829
C 16.622 12.242 14.710
C 16.434 13.725 14.287
N 16.331 14.022 12.824
C 17.558 13.612 12.150
C 17.573 13.808 10.729
C 16.337 13.228 9.959
C 15.014 13.562 10.729
C 15.101 13.297 12.281
C 16.233 15.493 12.766
H 15.874 10.814 16.146
H 14.560 11.741 15.505
H 15.756 12.480 16.691
H 16.530 11.611 13.852
H 17.681 12.129 15.092
H 17.233 14.339 14.547
H 15.531 14.167 14.715
H 17.738 12.580 12.429
H 18.302 14.248 12.684
H 18.503 13.375 10.372
H 17.595 14.886 10.518
H 16.410 12.118 10.044
H 16.267 13.663 8.980
H 14.161 12.998 10.334
H 14.765 14.596 10.732
H 15.133 12.280 12.581
H 14.197 13.657 12.787
H 15.283 15.867 13.189
H 16.292 15.834 11.750
H 17.058 15.944 13.331
C 14.103 19.613 8.261
N 13.683 19.174 9.644
C 15.052 19.012 10.414
C 12.895 20.245 10.275
C 12.850 17.915 9.452
C 12.209 17.242 10.626
O 13.194 16.340 11.204
H 14.576 18.837 7.723
H 14.730 20.478 8.307
H 13.119 19.812 7.712
H 15.464 20.037 10.361
H 15.661 18.410 9.820
H 14.796 18.495 11.326
H 11.991 20.422 9.662
H 13.511 21.137 10.297
H 12.646 19.911 11.250
H 13.461 17.169 8.966
H 12.086 18.269 8.759
H 11.375 16.691 10.246
H 11.778 17.991 11.328
H 12.912 16.204 12.143
C 10.258 17.976 18.450
N 11.460 18.837 18.712
C 11.882 19.483 17.451
C 11.084 19.990 19.732
C 12.570 17.991 19.470
C 13.395 17.103 18.556
O 12.718 15.933 18.384
H 9.685 17.854 19.400
H 10.666 17.066 18.129
H 9.506 18.454 17.731
H 12.124 18.654 16.823
H 12.764 20.077 17.618
H 11.027 20.065 17.031
H 10.128 20.330 19.327
H 11.888 20.702 19.827
H 10.764 19.448 20.597
H 11.989 17.341 20.198
H 13.169 18.797 19.870
H 14.320 16.893 18.985
H 13.583 17.659 17.639
H 12.899 15.565 17.525
B 16.851 22.661 9.599
F 15.558 22.446 10.130
F 16.965 24.013 9.131
F 17.758 22.394 10.626
F 17.067 21.801 8.529
B 13.079 16.534 14.860
F 13.870 15.646 15.612
F 12.014 16.920 15.585
F 13.741 17.628 14.367
F 12.673 15.751 13.785
B 20.590 24.049 14.574
F 19.210 24.137 14.982
F 20.658 24.060 13.159
F 21.196 25.259 15.068
F 21.186 22.921 15.169
B 14.957 21.220 18.645
F 14.214 20.786 19.778
F 16.134 21.911 19.033
F 15.321 20.069 17.918
F 14.157 22.022 17.801
B 18.718 17.819 11.347
F 19.457 16.664 11.761
F 18.109 17.631 10.117
F 17.718 18.089 12.307
F 19.561 18.963 11.305